{"formula": "C3H9NS2", "method": "ωB97M-V/def2-TZVPD", "elements": ["S", "S", "C", "C", "N", "C", "H", "H", "H", "H", "H", "H", "H", "H", "H"], "coordinates": [[-1.756, -0.009, 1.294], [0.325, 0.500, 1.452], [0.544, 1.268, -0.167], [0.487, 0.344, -1.392], [1.223, -0.893, -1.263], [0.908, -1.824, -2.397], [-1.886, 0.236, -0.012], [1.567, 1.661, -0.176], [-0.178, 2.076, -0.232], [-0.589, 0.141, -1.564], [0.835, 0.907, -2.258], [0.944, -1.372, -0.423], [0.156, -1.357, -3.034], [1.801, -1.864, -3.022], [0.613, -2.795, -2.019]], "atomic_forces_ev_per_a": [[0.499, 0.149, 0.361], [-0.656, -0.346, -0.313], [1.019, -0.287, -0.391], [-1.291, -0.078, 0.589], [-0.196, -0.554, -0.577], [0.953, 1.579, 0.249], [0.084, -0.038, -0.119], [-0.178, 0.232, 0.487], [0.063, 0.172, -0.254], [0.120, -0.011, -0.290], [0.112, 0.035, -0.042], [-0.036, 0.232, 0.427], [-0.421, -0.394, 0.072], [-0.017, -0.532, -0.007], [-0.055, -0.161, -0.192]], "e_tot_ev": -26416.807, "gap_ev": 8.71, "e_above_lowest_kcal_mol": 20.1, "total_charge": 0, "fmax_ha_per_bohr": 0.0362, "smiles": "CNCCSS", "homo_ev": -8.396}